{"formula": "C43H59BrF25N2O10PS2", "method": "the ωB97M-V functional and the def2-TZVPD basis", "symbols": ["C", "C", "C", "C", "C", "C", "C", "C", "O", "Br", "C", "C", "C", "C", "C", "O", "C", "O", "C", "O", "O", "C", "C", "C", "C", "S", "C", "S", "N", "C", "C", "O", "C", "C", "N", "C", "C", "C", "F", "P", "C", "O", "H", "H", "H", "H", "H", "H", "H", "H", "H", "H", "H", "H", "H", "H", "H", "H", "H", "H", "H", "H", "H", "H", "H", "H", "H", "H", "H", "H", "H", "H", "H", "H", "H", "H", "H", "H", "H", "H", "H", "H", "H", "H", "H", "H", "H", "H", "H", "C", "C", "C", "F", "F", "F", "F", "O", "C", "C", "F", "F", "F", "F", "H", "H", "H", "H", "C", "C", "C", "F", "F", "F", "F", "O", "C", "C", "F", "F", "F", "F", "H", "H", "H", "H", "C", "C", "C", "F", "F", "F", "F", "O", "C", "C", "F", "F", "F", "F", "H", "H", "H", "H"], "coordinates": [[7.78908, -1.22838, 1.27654], [6.60671, -1.70875, 0.19532], [6.15458, -0.45103, -0.81183], [4.56771, -0.50037, -1.08831], [3.67858, 0.83493, -1.05815], [3.54135, 1.82092, 0.19677], [4.96677, 2.57032, 0.45855], [5.81202, 3.11067, -0.81352], [5.39613, 3.58919, -1.97899], [7.84087, 3.15213, -0.57077], [2.24189, 2.80924, -0.20745], [1.96066, 3.13434, -1.82336], [0.60622, 4.09963, -2.00734], [0.98213, 5.59575, -2.63441], [0.06696, 6.72003, -1.81706], [0.92872, 7.63119, -1.01506], [0.14823, 8.31887, 0.03133], [-1.07450, 8.85544, -0.19094], [2.40292, 4.43002, 0.20772], [1.54202, 5.09867, 0.98176], [3.49795, 5.29282, -0.35112], [0.96297, 1.97925, 0.40479], [-0.08762, 1.13872, -0.49961], [-0.05908, -0.49670, -0.34326], [-1.15567, -1.31182, -1.24119], [-2.76336, -0.43525, -1.58584], [-4.18957, -1.19405, -0.59650], [-4.65780, -2.77437, -1.01097], [-4.81237, -0.31268, 0.46353], [-6.04178, -0.92581, 1.09574], [-5.52324, -1.94822, 2.27795], [-4.97142, -1.24193, 3.44581], [-4.20747, -0.04311, 3.03868], [-3.71055, -0.05645, 1.47248], [1.52398, 1.35960, 1.70619], [3.06712, 1.26281, 1.71047], [3.46739, 2.03796, 3.06703], [3.12450, 3.59280, 3.31856], [4.90032, 1.86350, 3.51758], [3.66251, -0.54029, 2.17288], [2.33736, -1.86558, 1.63896], [3.76640, -0.83236, 3.87346], [8.62909, -0.58502, 0.77342], [7.22401, -0.60226, 2.09175], [8.23296, -2.17427, 1.83306], [7.04298, -2.61705, -0.41192], [5.72695, -2.10261, 0.85852], [6.62015, 0.49991, -0.35174], [6.75486, -0.66455, -1.82231], [4.47059, -0.89210, -2.21979], [4.14310, -1.43809, -0.48179], [2.56840, 0.48201, -1.33543], [4.02898, 1.39981, -2.05330], [4.90332, 3.51452, 1.18721], [5.63881, 1.79831, 1.07459], [1.72743, 2.18297, -2.45925], [2.82500, 3.73436, -2.33142], [-0.08473, 3.59911, -2.84341], [-0.05866, 4.14761, -1.04634], [0.66742, 5.69454, -3.77325], [2.11114, 5.89201, -2.48317], [-0.69539, 6.23220, -1.07295], [-0.58910, 7.38073, -2.56262], [0.57588, 8.47682, 1.13200], [0.26699, 2.86757, 0.80221], [-0.11063, 1.35265, -1.64627], [-1.17725, 1.45074, -0.11375], [-0.24936, -0.81673, 0.79074], [0.99590, -0.86205, -0.69042], [-1.42884, -2.29762, -0.62506], [-0.70711, -1.72376, -2.26788], [-6.63080, -0.05467, 1.65874], [-6.80649, -1.39381, 0.34335], [-6.40680, -2.66761, 2.59480], [-4.65422, -2.66308, 1.88288], [-4.92825, 0.89490, 3.16406], [-3.28388, 0.12396, 3.77619], [-2.89724, -0.88975, 1.35435], [-3.28703, 1.02853, 1.23202], [0.99197, 0.49043, 2.01691], [1.08568, 2.03744, 2.40238], [2.82947, 1.51762, 3.93871], [3.37511, 3.82206, 4.46495], [3.68056, 4.40341, 2.70689], [1.96085, 3.84792, 3.22997], [2.33081, -2.09009, 0.49752], [1.27853, -1.66250, 2.11394], [2.71995, -2.86925, 2.16275], [2.87667, -0.86028, 4.33188], [10.77689, 6.25499, -0.31441], [11.16569, 5.89415, 1.12700], [10.45548, 6.70315, 2.20547], [10.73430, 8.02397, 2.12468], [10.85505, 6.30601, 3.44322], [12.51744, 5.97359, 1.25838], [10.85441, 4.57136, 1.31027], [11.66444, 7.14262, -0.99897], [11.43240, 8.53253, -0.77480], [12.62276, 9.23020, -0.10686], [12.90454, 8.68338, 1.10427], [12.35974, 10.54568, 0.11457], [10.27587, 8.68943, -0.08862], [11.21292, 9.07201, -2.00487], [10.83026, 5.32347, -0.89168], [9.73014, 6.56989, -0.40206], [9.37036, 6.57092, 2.15075], [13.52045, 9.15745, -0.72659], [-5.68970, -7.24616, -0.10688], [-5.81810, -6.63617, -1.51061], [-7.06053, -7.06049, -2.28411], [-7.09247, -8.39262, -2.51481], [-7.09166, -6.46304, -3.50537], [-4.68380, -6.89497, -2.21572], [-5.85441, -5.27401, -1.35736], [-4.84267, -8.39281, 0.00264], [-5.46443, -9.64276, -0.29230], [-4.82818, -10.35026, -1.49417], [-4.91858, -9.59637, -2.62054], [-5.45891, -11.52439, -1.76307], [-6.79816, -9.45813, -0.43400], [-5.30945, -10.40362, 0.82545], [-5.19812, -6.48839, 0.51597], [-6.66236, -7.40459, 0.37411], [-7.97464, -6.77548, -1.75389], [-3.77068, -10.56030, -1.31315], [-12.49280, -4.65237, -0.45312], [-11.24961, -5.39928, 0.05247], [-10.09069, -5.45954, -0.93507], [-10.41581, -6.11980, -2.06960], [-9.03627, -6.12804, -0.39590], [-11.61308, -6.64353, 0.46543], [-10.81764, -4.74821, 1.17932], [-13.54341, -5.46813, -0.97753], [-13.41321, -5.82311, -2.35339], [-13.29255, -7.33665, -2.56434], [-12.20414, -7.84256, -1.92822], [-13.14542, -7.63852, -3.88189], [-12.38639, -5.13059, -2.90025], [-14.54033, -5.36155, -2.96072], [-12.94067, -4.16811, 0.42365], [-12.24153, -3.82208, -1.12393], [-9.74391, -4.45621, -1.20163], [-14.17612, -7.85861, -2.18741]], "forces_ev_per_a": [[-1.1, -0.4, 0.1], [1.1, 0.1, 0.5], [1.3, -1.6, 0.2], [0.1, -1.6, -1.1], [-1.0, -1.3, -1.4], [0.2, 1.8, -0.4], [1.1, 0.1, 1.2], [-2.7, 2.7, -6.1], [2.6, -3.7, 8.1], [-1.6, -0.1, 0.2], [0.3, 0.6, -1.6], [-0.9, 0.1, -0.7], [-0.1, -0.3, -1.4], [-0.9, 0.9, 1.1], [-1.2, 0.3, -0.8], [-2.8, 0.8, 2.9], [-5.0, 2.2, -2.1], [7.6, -3.7, 1.1], [1.6, 7.1, 1.4], [2.6, -4.6, -3.0], [-5.0, -5.9, 2.3], [-1.2, 3.5, -0.7], [-1.8, -1.4, 0.4], [0.3, 0.2, 0.1], [0.5, -2.2, 0.7], [-0.4, 0.1, 0.9], [-0.6, -0.9, 0.6], [0.6, 3.0, 0.8], [1.1, -2.7, -1.6], [-0.4, 0.2, 1.9], [-0.1, -1.3, -0.9], [0.3, 0.8, -1.8], [-0.7, 1.1, -0.3], [1.0, 0.8, 1.0], [-2.4, 0.4, 0.8], [-0.2, -0.4, 0.6], [0.1, 1.3, 2.6], [-0.5, 0.9, 1.1], [-3.1, 0.0, -1.7], [1.4, -1.7, -0.1], [-0.3, -0.9, 1.2], [-2.4, 0.8, -1.3], [-1.6, -1.3, 1.0], [1.3, -0.9, -1.5], [-0.8, 2.0, -1.3], [-1.0, 1.8, 1.0], [1.5, 0.8, -1.4], [-1.2, -1.4, -0.8], [-1.4, 0.7, 2.1], [0.0, 1.0, 2.4], [0.7, 2.4, -1.0], [2.4, 0.7, 0.6], [-0.8, -0.6, 2.7], [-0.1, -1.9, -1.9], [-1.2, 1.7, -1.6], [0.7, 1.5, 1.3], [-1.3, -1.4, 1.5], [1.5, 0.8, 1.9], [1.5, 0.2, -1.7], [0.8, -0.5, 2.4], [-2.2, -0.8, -0.2], [1.5, 0.7, -1.5], [1.6, -1.4, 1.5], [-0.2, -0.7, -2.8], [1.7, -1.8, -0.7], [0.5, 0.0, 2.3], [2.4, -0.6, -1.0], [0.5, 0.7, -2.4], [-2.0, 0.5, 0.8], [0.5, 2.1, -1.4], [-1.0, 1.3, 2.2], [1.3, -1.8, -1.3], [2.0, 0.8, 1.3], [1.8, 1.7, -0.3], [-2.0, 1.6, 0.5], [1.6, -1.9, -0.2], [-2.0, -0.6, -1.7], [-1.3, 1.7, 0.3], [-0.6, -2.4, 0.6], [1.3, 0.7, -1.1], [1.6, -0.5, -0.7], [1.5, 0.8, -2.0], [-0.4, -0.8, -2.5], [-0.9, -1.7, 0.7], [2.5, -0.7, -0.1], [-0.2, 0.8, 2.2], [1.8, -0.5, -1.2], [-0.7, 2.3, -1.1], [1.4, 0.0, -0.6], [-0.2, -0.6, -0.9], [0.9, -0.2, -0.5], [-0.3, 0.2, 1.0], [0.0, -0.5, 0.2], [0.1, -0.2, -0.3], [-0.4, 0.1, 0.2], [-0.4, 0.4, 0.1], [-0.3, 1.6, 1.2], [-1.2, -1.6, -0.9], [0.7, 0.3, 0.6], [-0.1, 0.0, -0.6], [-0.3, -0.4, -0.3], [0.6, 0.6, -0.5], [0.5, 0.1, 0.6], [0.2, 0.2, 0.2], [0.3, 0.1, 0.3], [0.1, -0.1, -0.2], [-0.2, -0.1, -0.1], [0.3, 0.4, 1.0], [1.0, -0.3, 0.0], [-0.9, 0.1, -0.7], [0.1, 0.4, -0.2], [0.3, 0.2, 0.1], [-0.4, 0.0, 0.1], [-0.6, -0.5, 0.0], [-1.1, -1.2, -1.1], [-0.4, 1.5, 1.5], [0.3, -0.3, -0.9], [0.1, -0.2, 0.6], [0.0, 0.3, 0.5], [0.6, -0.8, 0.1], [0.2, 0.0, -0.7], [0.1, -0.1, -0.3], [0.1, -0.1, -0.4], [0.6, -0.2, -0.2], [-0.1, 0.1, 0.2], [-0.8, 0.7, 0.4], [-0.9, -0.6, 0.6], [0.5, 0.1, -0.4], [0.4, 0.1, 0.5], [-0.4, 0.1, 0.8], [0.3, 0.3, -0.3], [0.2, 0.1, -0.6], [1.1, -0.6, -1.4], [-0.4, 1.9, 0.9], [0.2, -1.0, -0.1], [-0.5, 0.3, -0.1], [-0.2, 0.5, 0.3], [-0.7, -0.5, -0.3], [0.4, -0.7, 0.1], [0.1, -0.3, -0.1], [0.1, -0.4, 0.0], [-0.1, 0.0, 0.1], [0.0, 0.3, 0.0]], "spin_multiplicity": 1, "e_homo_ev": -7.8, "molar_mass_g_mol": 1413.9, "smiles": "CCCCC[C@@]1(CC(=O)Br)[C@](CCCCOC=O)(C(=O)[O-])[C@@H](CCCSC(=S)N2CCOCC2)[NH2+][C@@]1([C@H](C)F)P(C)O.FC(F)C(F)(F)COC(F)(F)C(F)F.FC(F)C(F)(F)COC(F)(F)C(F)F.FC(F)C(F)(F)COC(F)(F)C(F)F", "homo_lumo_gap_ev": 6.5}